Below is a single C26H25N3O4S molecule, with properties calculated with the ωB97M-V functional and the def2-TZVPD basis.

Each line ends with the natural charge from an NBO analysis.
Element x y z (Å)
S  2.84436  -0.12769  -4.09610  2.329
O  -1.63715  -1.80295  0.02420  -0.575
O  0.21798  -0.54853  0.26997  -0.503
O  3.28994  -0.64259  -5.36235  -0.947
O  2.35140  1.21630  -4.04954  -0.940
N  -5.15109  2.41277  2.57050  -0.354
N  3.99711  -0.28322  -2.90407  -0.694
N  -3.39653  1.59126  4.57945  -0.400
C  4.70135  0.91951  -2.50887  -0.216
C  0.16498  -3.13733  -3.67109  -0.228
C  1.01113  -0.93010  -2.24295  -0.136
C  -0.72416  1.08109  3.96642  -0.206
C  5.75020  -1.81963  -3.85530  -0.635
C  -3.96125  1.95990  2.30124  0.023
C  -5.01962  2.14173  6.23861  -0.202
C  1.15925  -2.32654  -4.18792  -0.145
C  0.55018  0.62176  3.69532  -0.194
C  -0.42939  -2.86774  -2.44093  0.059
C  -1.50334  -3.76926  -1.93118  -0.638
C  0.00929  -1.74501  -1.71750  -0.120
C  -6.26871  2.60299  6.54738  -0.204
C  -0.58939  -1.39115  -0.40329  0.780
C  0.84438  0.06925  2.46179  -0.238
C  -3.05998  1.52020  3.30953  0.143
C  -7.16378  2.99570  5.53659  -0.203
C  1.57483  -1.22522  -3.46361  -0.361
C  4.63968  -1.57469  -2.83559  -0.216
C  -4.62029  2.05694  4.88914  0.180
C  -1.72238  1.00606  2.99617  0.016
C  -1.43206  0.44738  1.75342  -0.245
C  -5.52480  2.46174  3.86812  0.080
C  -0.15442  -0.02300  1.49985  0.281
C  -6.80515  2.92950  4.21854  -0.187
C  5.51335  1.57715  -3.62171  -0.626
H  -0.97034  1.50708  4.92597  0.236
H  1.61971  -2.52504  -5.14319  0.245
H  -8.14435  3.35375  5.81373  0.217
H  -4.31984  1.83230  6.99929  0.223
H  1.83250  -0.29564  2.22908  0.225
H  -1.61606  -4.63645  -2.57662  0.211
H  1.34842  -0.05579  -1.71098  0.249
H  -0.16447  -3.99838  -4.23374  0.219
H  -3.67930  1.95953  1.25721  0.197
H  -1.28528  -4.09917  -0.91773  0.236
H  3.84166  -2.30666  -2.99275  0.207
H  3.93284  1.62293  -2.17788  0.219
H  -7.47495  3.22739  3.42698  0.228
H  -2.19542  0.35259  0.99877  0.234
H  5.02285  -1.70489  -1.81749  0.201
H  6.33324  0.94516  -3.94936  0.204
H  -6.58140  2.66873  7.57923  0.217
H  6.03251  -2.86966  -3.83902  0.213
H  4.86125  1.77099  -4.46913  0.225
H  -2.44950  -3.23291  -1.88607  0.245
H  5.38963  -1.56446  -4.84784  0.238
H  5.92000  2.52129  -3.26663  0.214
H  1.32134  0.68974  4.44761  0.219
H  6.63067  -1.22536  -3.62688  0.200
H  5.33839  0.66637  -1.65681  0.201

Its HOMO-LUMO gap is 8.396 eV. The spin multiplicity is 1. The energy above the lowest of the compared OMol25 structures with the same formula, charge and spin comes out at 1.586 eV. Its structure (SMILES) is CCN(CC)S(=O)(=O)c1ccc(C)c(C(=O)Oc2cccc(-c3cnc4ccccc4n3)c2)c1.



Below is a molecular structure, C53H46N8O4Zn, with properties calculated with the ωB97M-V functional and the def2-TZVPD basis.

Each line ends with the Mulliken charge.
Element x y z (Å)
Zn  -0.07841  -0.37559  -0.36824  -0.241
O  7.41073  3.57968  2.63801  -0.453
O  3.33843  -8.36766  1.36554  -0.461
O  -1.38661  6.04932  -6.58268  -0.455
O  -8.48993  -3.45098  -1.37230  -0.457
N  0.98717  1.21926  -1.02025  0.365
N  -0.98036  -2.12661  0.02894  0.168
N  -1.99988  1.21800  1.29928  -0.304
N  1.51513  -1.01778  0.69827  -0.092
N  -2.29216  1.77684  2.39395  -1.134
N  -1.26674  1.60865  3.22871  0.860
N  -0.79570  0.66718  1.35885  0.851
N  -1.58170  0.13912  -1.57673  0.072
C  1.78645  -6.85331  0.46430  -0.953
C  0.75714  3.60640  4.04058  -1.435
C  -3.17657  -1.58859  -0.91291  0.708
C  -1.53870  5.72708  -7.94330  -0.834
C  8.71566  3.08364  2.46685  -0.842
C  -4.57245  -2.07512  -1.06262  -0.806
C  0.65386  2.07182  -2.01586  0.437
C  3.11776  -6.12516  2.30919  -0.610
C  -0.33013  0.91059  2.56152  -0.596
C  2.47848  -4.90035  2.26823  -0.700
C  -0.58083  2.08845  -2.66916  1.211
C  2.84514  1.03749  0.53716  0.849
C  1.72139  3.00986  -2.23404  -1.315
C  2.20052  1.61000  -0.55544  0.014
C  2.38884  -1.81951  2.63624  -0.923
C  6.36318  2.89346  2.09361  0.917
C  4.36624  -8.67199  2.27655  -0.833
C  -2.82681  -0.39623  -1.54516  0.462
C  0.84140  -3.29699  1.19461  0.865
C  1.16046  -5.62824  0.42870  -0.347
C  -0.43694  -3.21900  0.61824  0.259
C  -1.44909  -4.23374  0.77105  -1.251
C  -1.25180  2.15110  4.55534  -1.215
C  6.45121  1.66549  1.44617  -0.689
C  -2.98053  1.40625  -2.86667  -1.158
C  3.99151  2.91482  1.69183  0.026
C  -7.18591  -3.04443  -1.33566  0.954
C  1.54764  -2.09910  1.51018  0.205
C  5.11669  3.50921  2.21688  -1.039
C  2.41388  -0.11942  1.18627  -0.316
C  -8.89385  -4.30390  -2.41464  -0.838
C  -1.01467  5.41580  -4.36190  -0.902
C  -1.20196  5.03183  -5.69104  0.954
C  -5.56702  -1.69457  -0.16659  0.252
C  5.30822  1.06123  0.94703  -0.306
C  2.77578  -7.12686  1.41026  0.925
C  2.67800  2.72994  -1.31531  -1.426
C  -6.85212  -2.17599  -0.29486  -0.885
C  -6.20037  -3.42083  -2.24183  -0.565
C  -1.56807  4.56300  3.87702  -1.536
C  -1.00527  2.73326  -5.02522  -0.499
C  2.92623  -0.58571  2.43328  -1.231
C  -0.81034  4.46694  -3.38626  -0.165
C  -2.28570  -2.40661  -0.21802  0.263
C  -3.72100  0.40456  -2.34020  -1.650
C  -1.19401  3.67962  -6.01654  -0.612
C  -2.60342  -3.71287  0.29005  -1.567
C  4.06921  1.67821  1.05879  -0.273
C  -1.63811  1.22878  -2.37846  -0.076
C  -0.66097  3.57393  4.60404  0.771
C  1.46697  -4.61169  1.35100  0.648
C  -4.91018  -2.93661  -2.09691  0.072
C  -0.80376  3.11245  -3.70551  -0.534
H  0.76198  3.36424  2.97979  0.184
H  -1.33309  3.35271  -7.03551  0.386
H  -0.99812  1.68190  -5.27657  0.503
H  5.23335  -8.01724  2.14036  0.335
H  -9.94898  -4.51215  -2.23838  0.241
H  -1.03372  6.46872  -4.12826  0.423
H  -5.32136  -1.01592  0.63651  0.552
H  4.65468  -9.70022  2.06217  0.246
H  -7.62771  -1.88545  0.39707  0.416
H  3.57736  -0.02829  3.08078  0.669
H  1.40346  2.90195  4.56018  0.371
H  -1.13183  5.55829  3.89755  0.434
H  7.40288  1.17119  1.32388  0.410
H  0.43400  -5.44155  -0.34642  0.509
H  -3.57861  -4.16040  0.27977  0.526
H  -2.54452  4.61001  4.35320  0.407
H  -8.77608  -3.82612  -3.39391  0.333
H  -0.62035  3.85184  5.66217  0.367
H  2.78592  -4.16291  2.98503  -0.015
H  -1.70810  4.27495  2.83801  0.275
H  1.17830  4.60171  4.15611  0.540
H  2.48999  -2.39819  3.53424  0.661
H  3.88789  -6.28376  3.04849  0.415
H  5.38298  0.10692  0.44453  0.523
H  -0.66557  4.76108  -2.35753  0.563
H  0.61690  0.59829  2.95229  0.616
H  4.02592  -8.59726  3.31472  0.328
H  8.84290  2.09636  2.92354  0.319
H  3.03245  3.40417  1.77182  0.661
H  -6.41854  -4.08350  -3.06653  0.396
H  3.62342  3.21355  -1.16435  0.586
H  1.53566  -7.62143  -0.24955  0.421
H  5.06143  4.45882  2.72468  0.433
H  -0.67430  1.47893  5.19444  0.401
H  9.36930  3.79501  2.97130  0.245
H  -2.41075  5.08584  -8.11591  0.321
H  -1.31065  -5.17818  1.26084  0.677
H  -8.33258  -5.24464  -2.40815  0.323
H  -4.14785  -3.23606  -2.80251  0.492
H  -2.28683  2.17708  4.90322  0.393
H  8.98698  3.03040  1.40702  0.345
H  -4.76825  0.21573  -2.48225  0.502
H  1.72302  3.78166  -2.97787  0.566
H  -1.68458  6.67871  -8.45397  0.243
H  -3.30462  2.20377  -3.50717  0.544
H  -0.64500  5.23164  -8.34105  0.336

Its HOMO-LUMO gap (spin up / spin down) is 5.233 / 5.231 eV. The spin multiplicity is 1.



Below is 2 unconnected molecules or ions with the total composition C5H15NP, with properties calculated with the ωB97M-V functional and the def2-TZVPD basis.

Each line ends with the natural charge from an NBO analysis.
Element x y z (Å)
P  1.61477  -1.48442  -0.20769  0.317
N  -1.09013  -0.34913  -0.15865  -0.440
C  2.20325  1.39052  -0.17502  -0.692
C  -2.35485  -1.03410  0.26846  -0.421
C  -1.31538  0.54113  -1.37933  -0.397
C  -0.49230  0.37992  0.95555  -0.290
C  1.79550  0.16232  0.52265  -0.323
H  -0.68058  -0.14203  1.88100  0.205
H  1.32832  -1.90458  0.98596  -0.014
H  3.28701  1.30320  -0.41512  0.253
H  -0.44454  -1.10191  -0.49087  0.440
H  -1.42840  1.51189  -1.02870  0.229
H  -2.08631  -1.55703  1.21493  0.241
H  -0.72075  1.48174  1.02939  0.232
H  2.04832  0.25049  1.61827  0.234
H  -2.19097  0.03596  -1.89717  0.231
H  -3.14193  -0.37270  0.47186  0.233
H  1.78107  1.63563  -1.06347  0.223
H  -0.37839  0.41400  -2.03698  0.236
H  -2.79434  -1.42101  -0.62548  0.233
H  2.86270  -1.92450  -0.15352  0.029
H  2.19795  2.18462  0.68389  0.241

Its HOMO-LUMO gap is 9.634 eV. The spin multiplicity is 1. The energy above the lowest of the compared OMol25 structures with the same formula, charge and spin comes out at 3.966 eV. As for the charge: +1.



Below is 7 unconnected molecules or ions with the total composition C4H23NO7, with properties calculated with the ωB97M-V functional and the def2-TZVPD basis.

Each line ends with the natural charge from an NBO analysis.
Element x y z (Å)
O  1.58886  1.08928  -0.27988  -0.765
O  3.18653  -1.63679  1.24490  -0.971
O  1.73455  -1.30025  -1.44636  -0.912
O  -0.57218  -0.33385  3.41765  -0.961
O  2.12819  0.65992  2.16963  -0.981
O  -1.53479  -2.13206  -3.33959  -0.944
O  -1.11649  2.69948  2.04157  -0.956
N  -1.11683  -0.12703  -0.92239  -0.041
C  -2.42287  -0.17272  -1.59341  -0.457
C  -0.72195  1.20366  -0.41230  -0.289
C  0.63764  1.69748  -1.03798  -0.063
C  -0.94278  -1.11959  0.14336  -0.517
H  0.72500  2.85471  -0.82703  0.238
H  -1.52635  -2.87378  -2.67860  0.466
H  -0.34243  1.15865  0.65304  0.270
H  -3.11411  0.64337  -1.26029  0.261
H  -2.86634  -1.22164  -1.48118  0.251
H  2.71695  1.34330  2.01718  0.483
H  2.18833  -1.04487  -2.26413  0.507
H  -2.24003  0.09034  -2.65275  0.280
H  -0.31362  3.26788  2.28404  0.488
H  0.20591  0.09819  3.06293  0.481
H  2.74766  -1.62110  0.37636  0.458
H  -0.26340  -1.09267  3.86005  0.484
H  3.24244  -0.68363  1.60078  0.495
H  1.33705  0.70845  1.41907  0.485
H  0.70670  1.42981  -2.13661  0.186
H  1.81324  0.08979  -0.53552  0.513
H  -0.81284  -2.64905  -3.84191  0.486
H  -1.50804  1.79687  -0.42931  0.232
H  -1.71652  -0.90984  0.95209  0.309
H  0.83132  -0.91105  -1.57227  0.474
H  -1.38919  2.31462  2.82333  0.486
H  -0.03827  -1.14644  0.80306  0.281
H  -1.23135  -2.16940  -0.15754  0.245

Its HOMO-LUMO gap (spin up / spin down) is 10.230 / 5.637 eV. The spin multiplicity is 2. The energy above the lowest of the compared OMol25 structures with the same formula, charge and spin comes out at 0.351 eV. As for the charge: +1.



Below is 2 unconnected molecules or ions with the total composition C7H6NO2, with properties calculated with the ωB97M-V functional and the def2-TZVPD basis.

Each line ends with the natural charge from an NBO analysis.
Element x y z (Å)
O  -3.52335  1.20737  -1.17180  -0.731
O  -3.07457  1.46288  1.01012  -0.735
N  -2.98072  -3.00851  -0.09796  -0.582
C  -0.84514  0.13586  -1.48101  -0.287
C  -2.90562  1.01428  -0.12521  0.711
C  -1.61578  0.10642  -0.26728  0.202
C  -2.57030  -1.94136  -0.18718  0.118
C  0.75422  -0.04343  0.23798  -0.450
C  0.46882  0.10368  -1.22533  -0.107
C  -0.64224  -0.01726  0.88359  -0.510
H  1.26456  0.19925  -1.94904  0.197
H  -0.79145  0.83871  1.54619  0.257
H  1.38682  0.77160  0.60445  0.209
H  -1.31285  0.26329  -2.44204  0.243
H  1.28617  -0.98135  0.44037  0.209
H  -0.82596  -0.91858  1.47218  0.255

Its HOMO-LUMO gap is 8.086 eV. The spin multiplicity is 1. The energy above the lowest of the compared OMol25 structures with the same formula, charge and spin comes out at 0.731 eV. As for the charge: -1.



Below is a single CFNO2S2 molecule, with properties calculated with the ωB97M-V functional and the def2-TZVPD basis.

Each line ends with the natural charge from an NBO analysis.
Element x y z (Å)
S  3.04926  0.85006  -1.83923  -0.010
S  -1.95135  -0.38401  0.78247  1.857
F  -1.43094  -1.87190  1.18840  -0.490
O  -1.67583  0.33621  1.95028  -0.817
O  -0.59215  -0.11669  -0.41176  -0.571
N  0.68081  0.39239  -0.34530  -0.186
C  1.63326  0.60911  -1.08890  0.217

Its HOMO-LUMO gap is 8.172 eV. The spin multiplicity is 1. The energy above the lowest of the compared OMol25 structures with the same formula, charge and spin comes out at 2.371 eV.



These records have calculated total energy values of -50863.634; -124236.013; -16196.145; -20332.766; -12940.509; -31005.879 eV, in the order they appear.